## one
A cluster of 3 separate species, C5H12O3 in total. Source: the OMol25 dataset; level of theory: ωB97M-V with the def2-TZVPD basis set.

Output
Highest occupied orbital energy: -8.1 eV
SMILES: C/C=C/C=C/O.O.O

```
! RIJCOSX wB97M-V def2-TZVPD def2/J DEFGRID3
* xyz 0 1
C -0.64218 -1.41101 2.68721
C -0.95316 -1.27842 1.21400
C -0.20553 -0.58477 0.35035
C -0.34145 -0.58713 -1.08992
C 0.26872 0.35758 -1.83245
O 0.14722 0.40946 -3.19424
H -0.42494 -0.42270 3.10686
H -1.43069 -1.94421 3.22952
H 0.22909 -2.03959 2.86564
H -1.91479 -1.71090 0.99667
H 0.73574 -0.13576 0.67231
H -0.88890 -1.27018 -1.71614
H 0.86472 1.14059 -1.38983
H -0.36149 -0.36052 -3.45151
O -2.07640 1.65319 0.46543
H -1.62847 2.52158 0.54836
H -1.40745 1.20672 1.03563
O 3.28024 0.87516 0.79980
H 3.09124 0.06813 0.27724
H 3.59093 0.67128 1.68026
*
```

=====

## two
A cluster of 3 separate species, C5H12O3 in total. Source: the OMol25 dataset; level of theory: ωB97M-V with the def2-TZVPD basis set.

Output
Highest occupied orbital energy: -8.5 eV

```
! RIJCOSX wB97M-V def2-TZVPD def2/J DEFGRID3
* xyz 0 1
C -1.16822 -0.54285 -1.62091
C -2.02507 0.00213 -2.52615
C 0.36381 -0.19369 1.66861
O 1.50820 0.35045 1.14691
C -0.25908 -1.18584 0.65932
C -1.20543 -0.51712 -0.22817
H -0.36693 -1.13456 -2.07098
H -2.91441 0.51867 -2.18654
H -1.79948 -0.26593 -3.54788
H -0.38381 0.56154 1.92249
H 0.59816 -0.74756 2.58661
H 0.40754 -1.72743 -0.03104
H -0.75589 -2.01174 1.15332
H -1.89184 0.28766 0.07002
H 1.33731 1.89935 1.60582
H 1.60394 3.36055 2.12756
O 0.91075 2.79329 1.83347
H 2.66700 -0.69420 -1.30123
H 1.63877 -0.13788 -0.14017
O 1.73467 -0.61485 -1.12107
*
```

=====

Name the least stable of them. two.

=====

## one
A cluster of 2 separate species, BrH2O2PS in total. Source: the OMol25 dataset; level of theory: ωB97M-V with the def2-TZVPD basis set.

Output
Highest occupied orbital energy: -10.1 eV
SMILES: O=P(O)=S.Br

```
! RIJCOSX wB97M-V def2-TZVPD def2/J DEFGRID3
* xyz 0 1
O 3.10750 0.54935 1.51174
P 3.48861 0.59934 0.13056
O 4.64217 -0.44886 -0.26124
S 3.12248 1.81764 -1.30677
H 4.71938 -0.85972 -1.14163
Br -2.80325 1.19797 0.25236
H -2.59737 1.53026 1.62320
*
```

=====

## two
A structure of composition BrH2O2PS. Source: the OMol25 dataset; level of theory: ωB97M-V with the def2-TZVPD basis set.

Output
Highest occupied orbital energy: -10.0 eV

```
! RIJCOSX wB97M-V def2-TZVPD def2/J DEFGRID3
* xyz 0 1
O -0.37304 -0.08690 -0.77806
O 0.30011 -0.45289 1.69896
P 0.51981 -1.01816 0.19563
S 0.12649 -2.90332 0.01513
Br 3.03698 0.16030 -0.53511
H -0.16454 0.18309 -1.62291
H 0.67698 0.35018 1.89292
*
```

=====

Name the least stable of them. two.

=====

## one
The molecule C20H23N5O4S2. Source: the OMol25 dataset; level of theory: ωB97M-V with the def2-TZVPD basis set.

Output
Highest occupied orbital energy: -8.7 eV
SMILES: O=C(CSc1nnc(NC(=O)[C@@H]2CC(=O)N(c3ccccc3)C2)s1)NC[C@H]1CCCO1

```
! RIJCOSX wB97M-V def2-TZVPD def2/J DEFGRID3
* xyz 0 1
O 5.96095 0.23487 -0.65191
C 5.00413 -0.17673 -1.27159
C 4.95051 -1.59717 -1.82919
S 4.26400 -2.71880 -0.55893
C 2.58572 -2.32299 -0.62716
N 2.04101 -1.53749 -1.50215
N 0.73186 -1.38012 -1.33529
C 0.26344 -2.04811 -0.33788
N -1.05598 -2.03870 0.02181
C -1.50315 -2.73431 1.11147
O -0.74821 -3.38360 1.79875
C -2.99371 -2.62428 1.37356
C -3.80374 -3.19208 0.20522
C -4.12610 -1.98493 -0.66790
O -4.53819 -2.02930 -1.80007
N -3.85587 -0.86120 0.06288
C -4.05063 0.46697 -0.36496
C -4.29387 1.47192 0.56749
C -4.46276 2.77937 0.14908
C -4.39327 3.10063 -1.19494
C -4.15130 2.10179 -2.12243
C -3.97451 0.79227 -1.71674
C -3.46347 -1.16283 1.42765
S 1.45337 -2.97974 0.54857
N 3.90017 0.54509 -1.54421
C 3.62616 1.79823 -0.88607
C 2.54348 1.62662 0.20245
C 3.04518 0.79456 1.38630
C 3.74334 1.85010 2.24654
C 3.03346 3.15804 1.85414
O 2.17650 2.87061 0.75741
H 4.33756 -1.68258 -2.72320
H 5.96052 -1.96491 -2.00276
H -1.67870 -1.49663 -0.56323
H -3.18782 -3.14822 2.31060
H -3.27675 -3.95288 -0.36939
H -4.74413 -3.62711 0.54861
H -4.36327 1.24214 1.61914
H -4.65238 3.54899 0.88221
H -4.52693 4.12202 -1.51642
H -4.09260 2.34101 -3.17327
H -3.79227 0.02207 -2.44721
H -2.67684 -0.47974 1.75926
H -4.31874 -1.07050 2.10803
H 3.10278 0.06164 -1.94672
H 4.55949 2.14946 -0.44252
H 3.27469 2.53164 -1.61686
H 1.64379 1.20728 -0.26341
H 2.19815 0.35827 1.91779
H 3.71957 -0.00203 1.08221
H 4.80278 1.89595 1.99873
H 3.64799 1.64115 3.30957
H 2.40305 3.54856 2.65835
H 3.75157 3.93573 1.56861
*
```

=====

## two
The molecule C20H23N5O4S2. Source: the OMol25 dataset; level of theory: ωB97M-V with the def2-TZVPD basis set.

Output
Highest occupied orbital energy: -8.3 eV
SMILES: Cc1cccc(N2C[C@@H](C(=O)Nc3nnc(SCC(=O)N4CCOCC4)s3)CC2=O)c1

```
! RIJCOSX wB97M-V def2-TZVPD def2/J DEFGRID3
* xyz 0 1
C 8.84119 -1.35287 0.71796
C 7.86832 -0.31177 0.25415
C 8.31166 0.83026 -0.40127
C 7.40187 1.77245 -0.84257
C 6.04570 1.59439 -0.63908
C 5.58640 0.45260 0.01437
N 4.20960 0.26393 0.21354
C 3.23901 1.00142 -0.57346
C 1.91942 0.24963 -0.37082
C 1.72317 -0.78341 -1.45609
O 2.54043 -1.07809 -2.29101
N 0.50310 -1.44257 -1.46299
C -0.61395 -1.23162 -0.71663
N -0.77857 -0.34672 0.20288
N -1.97370 -0.36196 0.76840
C -2.76624 -1.25737 0.29765
S -4.37757 -1.56002 0.83712
C -4.68240 -0.04715 1.81719
C -5.34969 1.02365 0.96395
O -4.73550 2.01781 0.63439
N -6.63846 0.81985 0.61760
C -7.44623 -0.35877 0.83816
C -7.80158 -0.98049 -0.52134
O -8.45759 -0.05293 -1.35022
C -7.65741 1.08710 -1.57270
C -7.30146 1.77528 -0.25210
S -2.05261 -2.24009 -0.98086
C 2.12056 -0.43752 0.98287
C 3.63306 -0.56205 1.12635
O 4.18989 -1.26446 1.93754
C 6.50838 -0.49345 0.45285
H 9.04986 -2.05299 -0.09167
H 9.78211 -0.89728 1.01849
H 8.43455 -1.91505 1.55455
H 9.36886 0.98117 -0.56375
H 7.74883 2.66130 -1.34915
H 5.35888 2.35115 -0.98243
H 3.53661 1.00223 -1.62525
H 3.15186 2.03318 -0.21404
H 1.05483 0.91376 -0.35888
H 0.43245 -2.15729 -2.17898
H -5.28598 -0.33612 2.67569
H -3.70798 0.32031 2.13555
H -6.93221 -1.09604 1.45010
H -8.37063 -0.05320 1.34292
H -8.48925 -1.81707 -0.39082
H -6.87930 -1.33898 -1.00402
H -8.24187 1.75197 -2.20955
H -6.73197 0.80092 -2.09510
H -6.62483 2.61349 -0.41883
H -8.21495 2.12541 0.23948
H 1.65443 -1.41776 1.06070
H 1.73689 0.17806 1.79724
H 6.16006 -1.37621 0.96193
*
```

=====

Name the least stable of them. two.

=====

## one
The molecule C4H2O2. Source: the OMol25 dataset; level of theory: ωB97M-V with the def2-TZVPD basis set.

Output
Highest occupied orbital energy: -10.4 eV
SMILES: C#CC(=O)C=O

```
! RIJCOSX wB97M-V def2-TZVPD def2/J DEFGRID3
* xyz 0 1
C 2.08227 -0.11145 -0.42726
C 0.98636 0.25163 -0.08214
C -0.37041 0.65645 0.22734
O -0.70959 1.78468 0.50432
C -1.42673 -0.44974 0.17431
O -1.17886 -1.59477 0.45317
H 3.05271 -0.43589 -0.73895
H -2.43576 -0.10091 -0.11080
*
```

=====

## two
The molecule C4H2O2. Source: the OMol25 dataset; level of theory: ωB97M-V with the def2-TZVPD basis set.

Output
Highest occupied orbital energy (alpha / beta): -9.2 / -9.2 eV

```
! RIJCOSX wB97M-V def2-TZVPD def2/J DEFGRID3
* xyz 0 1
C 0.86758 0.43940 -0.19732
C -1.24763 -0.85580 -0.45077
C 1.96769 -0.14439 0.03402
C -0.51671 0.25912 -0.06678
O 3.06344 -0.56188 0.19078
O -1.11491 1.36784 0.24864
H -0.89277 -1.83565 -0.14327
H -2.12669 1.33137 0.38470
*
```

=====

Name the least stable of them. two.